# 1
The following is a quantum chemistry calculation of a single C20H24N4O4 molecule, from the OMol25 dataset.

```
52
Properties=species:S:1:pos:R:3:forces:R:3:lowdin_charge:R:1
C -4.4280 1.7426 -0.9597 -0.15 0.37 0.02 -0.01
H 7.5211 3.5036 0.8225 0.02 -0.04 0.00 0.09
H 3.9448 0.8529 2.2554 -0.05 0.00 0.09 0.11
H -5.3521 -0.0221 2.3329 0.00 -0.04 0.13 0.11
C 3.8454 -0.0184 0.2991 0.30 0.18 -0.05 -0.23
C -5.5079 1.7650 1.1817 -0.02 0.17 -0.20 0.00
C -0.9966 -2.5804 -1.1922 0.09 -0.38 -0.05 -0.11
H -4.6232 -2.0651 1.2346 0.18 -0.03 -0.18 0.15
H -4.1685 2.2076 -1.8974 0.01 0.08 -0.08 0.10
C -5.0859 0.4752 1.4119 0.13 -0.02 -0.15 -0.02
C -0.1387 -1.1997 1.1459 -0.23 0.33 -0.08 -0.12
H 8.3718 2.0413 1.3985 -0.02 0.03 -0.02 0.09
H -0.5472 -1.9806 -1.9890 0.01 -0.04 0.02 0.13
N -1.9177 -1.7337 -0.4529 -0.02 -0.03 -0.15 -0.06
H 9.0427 2.9933 0.0516 -0.05 0.00 0.08 0.09
C -5.1795 2.4196 -0.0068 0.02 -0.12 0.06 -0.28
C 5.6376 1.4009 1.0839 0.30 0.15 -0.09 -0.03
C 6.2808 1.2852 -0.1420 -0.10 -0.08 -0.06 -0.28
O -3.2733 -3.5198 -0.0673 -0.03 -0.31 -0.01 0.07
H 4.0497 -0.7295 -1.7093 0.00 -0.01 -0.04 0.10
H -5.8445 5.3677 -1.2065 0.05 -0.05 -0.06 0.09
N -3.9287 -1.5198 0.7397 -0.19 -0.29 0.46 0.13
O 7.4699 1.8745 -0.4634 -0.15 -0.17 -0.19 -0.09
C -1.2372 -0.6471 0.2155 0.17 0.15 0.48 -0.12
H -6.1005 2.2929 1.9115 -0.08 0.06 0.10 0.12
H -1.9401 -0.0519 0.7957 0.10 0.01 -0.08 0.12
C -4.3202 -0.2028 0.4625 -0.06 0.42 -0.30 -0.27
C 4.4327 0.7535 1.2948 -0.18 -0.20 -0.18 -0.03
O 2.4415 -2.1224 -1.1402 0.24 -0.03 -0.34 0.07
O -5.6427 3.6956 -0.1319 -0.05 -0.18 0.26 -0.09
C -5.3753 4.3923 -1.3241 0.04 0.10 -0.17 -0.09
H 6.0587 1.9878 1.8850 0.06 0.06 0.04 0.10
C 4.4887 -0.1282 -0.9320 -0.03 -0.06 -0.06 0.00
N 0.7848 -2.0277 0.4038 -0.03 -0.19 0.04 -0.05
H -4.2997 4.5258 -1.4805 -0.04 -0.02 0.00 0.09
H 2.2761 -0.4436 1.5117 0.00 -0.12 -0.19 0.12
H -0.7750 -0.0092 -0.5463 -0.04 0.04 0.08 0.14
H -0.6067 -1.8208 1.9193 0.03 0.12 0.01 0.13
H -3.4463 -0.0755 -1.4874 0.05 -0.03 -0.06 0.12
C -4.0092 0.4434 -0.7277 -0.10 -0.22 0.21 -0.03
C 1.9811 -1.6068 -0.1428 -0.13 -0.01 0.38 -0.50
C 0.1003 -3.1173 -0.2719 -0.01 -0.14 -0.33 -0.11
C 8.1231 2.6412 0.5166 0.08 0.10 0.13 -0.10
H -0.3456 -3.7669 0.4872 -0.01 0.01 -0.05 0.13
H 6.1959 0.4309 -2.0905 0.05 -0.02 -0.13 0.12
C -3.0425 -2.3325 0.0546 -0.03 0.08 0.02 -0.52
C 5.6887 0.5141 -1.1426 0.19 0.22 0.22 0.01
H -1.5622 -3.4062 -1.6230 0.09 0.10 -0.02 0.13
H -5.8088 3.8855 -2.1923 0.03 0.01 0.03 0.10
N 2.6132 -0.6220 0.5780 -0.30 0.10 0.34 0.14
H 0.3629 -0.3615 1.6286 -0.04 -0.06 0.03 0.11
H 0.8377 -3.6744 -0.8488 -0.13 -0.01 0.09 0.12
```
Forces are in eV/Å.

Properties
Charge ... 0
ΔE to the lowest compared entry with this formula, charge and spin ... 1.415 eV
Calculated total energy ... -1296.54016 Eh

***

# 2
The following is a quantum chemistry calculation of a single C20H24N4O4S molecule at a distorted geometry, from the OMol25 dataset.

```
53
Properties=species:S:1:pos:R:3:forces:R:3:lowdin_charge:R:1
C -6.3919 -0.8841 0.0221 -0.43 -0.20 -0.05 -0.34
H -2.6910 3.1532 -0.3827 0.24 -0.15 0.02 0.15
N 1.9473 0.0273 -0.6935 -0.09 0.07 0.31 0.02
C -6.1630 -0.4494 2.5668 -0.17 -0.02 -0.06 -0.10
H -5.4932 0.4041 2.4849 0.09 0.04 0.04 0.06
C 5.4022 0.1677 0.5979 0.10 -0.14 -0.09 -0.20
N -2.8572 -0.0585 -0.0849 1.39 0.90 -0.07 0.01
H -0.7006 0.2713 0.4820 0.12 0.06 -0.10 0.14
H 8.0007 1.3753 2.0650 0.01 -0.07 -0.08 0.13
H 7.3642 -1.0204 2.4409 0.07 0.01 -0.09 0.14
O -0.3317 3.3211 -0.3498 0.10 0.17 -0.03 0.10
H -5.6269 -4.2880 0.4153 0.00 -0.12 0.03 0.07
H 5.5367 -2.7915 -1.0033 0.04 -0.14 -0.04 0.12
H 1.5022 0.9196 1.1508 0.00 0.03 -0.06 0.14
C -0.8914 2.2532 -0.2891 0.22 -0.29 0.14 -0.42
S -4.8841 1.5028 -0.2293 0.66 -0.62 0.05 1.10
H 1.6420 2.0590 -0.2133 0.02 -0.14 0.14 0.13
C -3.1475 1.1912 -0.2052 -1.22 -0.26 0.07 -0.59
C 3.8158 -1.5206 -0.9295 -0.06 -0.14 -0.09 0.00
H -6.9922 -0.4308 -0.7781 0.07 -0.07 0.07 0.13
C 1.2969 1.0618 0.0875 -0.06 0.45 0.10 -0.09
C 3.2801 -0.3285 -0.4410 0.45 -0.10 0.02 -0.18
N -3.9203 -0.8464 0.0012 -0.95 -1.18 0.07 0.03
H 3.7401 1.4601 0.6929 -0.08 0.14 0.04 0.12
N -2.2737 2.2320 -0.3054 -0.20 0.80 -0.10 0.11
H -5.5590 -1.3444 2.6714 0.10 -0.08 0.07 0.06
C -5.0496 -0.2537 -0.0501 -0.18 0.90 -0.26 -0.56
C 7.5367 0.7832 1.2748 0.44 -0.37 -0.04 -0.15
H -7.8610 -1.2840 1.5382 -0.11 0.03 -0.04 0.11
H -6.2470 -3.2606 1.7002 -0.04 -0.04 0.15 0.07
H -4.6654 -2.9185 0.9691 0.05 -0.07 0.09 0.06
H 8.8568 -0.9381 1.4564 -0.08 0.06 0.05 0.13
O 7.2018 -1.4490 0.4304 -0.21 -0.08 -0.31 -0.03
C -5.6764 -3.2629 0.7755 -0.05 0.03 -0.12 -0.11
C 1.1597 -0.4596 -1.6917 -0.49 0.07 -0.19 -0.42
H -1.0031 -0.4713 -1.7345 0.08 0.02 -0.04 0.12
H -5.8005 -2.5184 -1.2250 -0.07 -0.02 -0.06 0.11
C 5.1182 -1.8672 -0.6394 0.15 0.26 0.22 0.01
H -0.2387 0.9697 -2.4239 0.03 -0.01 -0.04 0.14
H -7.3643 -2.7307 -0.4363 0.00 0.04 -0.07 0.11
C -0.1903 0.2412 -1.6111 -0.03 -0.15 0.00 -0.02
H -7.5901 0.4316 1.2452 -0.10 -0.05 0.01 0.11
C -7.0900 -0.5336 1.3578 0.14 0.05 0.00 -0.21
O 1.4578 -1.2837 -2.5229 0.06 -0.18 -0.22 0.08
C 4.0882 0.5136 0.3156 0.05 -0.08 -0.02 0.07
H -6.7545 -0.3221 3.4708 0.01 0.01 0.11 0.08
C -6.3372 -2.3905 -0.2829 0.12 0.10 0.05 -0.22
C -0.1939 0.9186 -0.2359 0.34 0.04 -0.02 -0.19
O 6.1540 1.0538 1.3301 -0.42 -0.08 -0.03 -0.03
H 7.9396 1.0882 0.2991 -0.03 0.00 0.11 0.14
C 5.9220 -1.0432 0.1376 -0.06 0.08 0.08 -0.21
H 3.2108 -2.1705 -1.5368 -0.02 -0.02 -0.01 0.10
C 7.7900 -0.7104 1.4762 0.06 0.47 0.28 -0.15
```
Forces are in eV/Å.

Properties
Charge ... 0
ΔE to the lowest compared entry with this formula, charge and spin ... 2.493 eV
Calculated total energy ... -1694.70963 Eh